Model one:
A cluster of 2 separate species, CH4N2O2S in total. Source: OMol25; level of theory: ωB97M-V with the def2-TZVPD basis set.

Values from the calculation:
Net charge ... 0
2S+1 ... 1

```
10
Properties=species:S:1:pos:R:3:nbo_charge:R:1
O 0.04 -1.07 3.19 -0.366
N -0.32 -0.76 2.10 0.384
O -1.09 0.15 1.90 -0.398
H 0.07 -1.37 1.33 0.370
H 1.31 -1.03 -1.35 0.355
N 0.62 -0.69 -0.68 -0.685
C 0.00 0.34 -1.05 0.017
S 0.44 1.30 -2.51 -0.025
H -0.76 0.80 -0.40 0.217
H -0.31 2.33 -2.53 0.132
```

Model two:
The molecule CH4N2O2S. Source: OMol25; level of theory: ωB97M-V with the def2-TZVPD basis set.

Values from the calculation:
Net charge ... 0
2S+1 ... 1

```
10
Properties=species:S:1:pos:R:3:nbo_charge:R:1
N 0.86 -0.22 1.40 -0.837
C 1.29 0.07 0.20 0.805
O 2.40 0.30 -0.19 -0.584
N -0.04 0.21 -0.87 -0.368
O -1.21 0.02 -0.20 -0.593
S 0.26 -0.82 -2.25 0.087
H -0.11 -0.38 1.83 0.442
H 1.54 -0.54 2.07 0.404
H -1.96 0.56 -0.67 0.483
H 1.45 -0.11 -2.47 0.161
```

Question: which arrangement is favored energetically? Ranking from most to least stable: model two, model one.

Model one:
The molecule C5H8O3S. Source: OMol25; level of theory: ωB97M-V with the def2-TZVPD basis set.

Values from the calculation:
Net charge ... 0
2S+1 ... 1

```
17
Properties=species:S:1:pos:R:3:nbo_charge:R:1
C -1.18 -0.23 -0.98 -0.629
C 0.23 -0.15 -0.39 0.143
C 1.25 -0.82 -1.31 -0.610
O 0.33 -0.77 0.89 -0.500
C -0.04 0.05 1.90 0.295
O -1.42 0.14 2.03 -0.720
S 0.65 1.74 1.48 0.131
C 0.60 1.33 -0.23 0.409
O 0.83 2.09 -1.12 -0.536
H -1.44 -1.27 -1.15 0.220
H -1.21 0.32 -1.92 0.226
H -1.90 0.20 -0.29 0.238
H 0.97 -1.85 -1.48 0.219
H 2.24 -0.80 -0.85 0.223
H 1.29 -0.29 -2.26 0.232
H 0.44 -0.29 2.82 0.175
H -1.65 0.59 2.85 0.486
```

Model two:
The molecule C5H8O3S. Source: OMol25; level of theory: ωB97M-V with the def2-TZVPD basis set.

Values from the calculation:
Net charge ... 0
2S+1 ... 1

```
17
Properties=species:S:1:pos:R:3:nbo_charge:R:1
C 0.24 -1.64 2.45 -0.361
C -0.28 -0.57 1.76 -0.287
C 0.04 -1.37 -1.71 -0.082
C -0.14 -0.38 0.37 -0.012
C 0.56 1.91 -1.12 -0.907
O -1.24 2.06 0.76 -0.928
O -1.83 0.86 -1.35 -0.930
O 0.07 -1.37 -0.41 -0.378
S -0.87 1.15 -0.33 2.104
H 0.09 -1.75 3.53 0.203
H 0.76 -2.56 1.95 0.195
H -0.37 0.30 2.29 0.237
H -0.06 -0.40 -2.32 0.183
H 0.54 -2.35 -2.15 0.186
H 0.42 2.96 -0.68 0.280
H 1.49 1.32 -0.81 0.251
H 0.56 1.83 -2.23 0.249
```

Question: which arrangement is favored energetically? Ranking from most to least stable: model one, model two.